[1]
DFT (ωB97M-V/def2-TZVPD) results for C10H19Br3N2O2 as an isolated structure in a non-equilibrium geometry.

The HOMO-LUMO gap is 8.93 eV. Its HOMO energy is -9.375 eV. The LUMO energy comes out at -0.441 eV.

Last column: Löwdin charge in e.
Cartesian coordinates (Å):
O (-1.1647, 2.2916, -0.7790)  0.031
O (-0.5338, 0.3343, 3.2379)  0.043
Br (2.1019, -4.7874, -2.0048)  0.528
Br (-0.7082, -4.3933, -3.5731)  0.523
Br (-0.6994, -5.1769, -0.4257)  0.524
C (-1.7711, 1.2305, -0.8290)  -0.540
C (-0.5591, 0.8784, 2.1376)  -0.474
N (-0.7885, 2.1888, 1.9977)  0.039
N (-1.4356, 0.1459, -0.1265)  0.117
C (0.2301, -4.1569, -1.8462)  -1.520
C (-2.9682, 1.0921, -1.7385)  0.009
C (-0.9968, 3.1286, 3.0985)  -0.048
C (2.4694, -0.5312, -1.8124)  -0.085
C (2.1663, 0.0828, 1.2987)  -0.042
C (1.2954, -0.8531, -0.8792)  -0.240
C (1.0539, 0.1915, 0.2369)  -0.313
C (-0.3526, 0.0162, 0.8759)  -0.161
H (-0.8155, 2.5474, 1.0482)  0.096
H (-2.0247, -0.6610, -0.2508)  0.145
H (0.2253, -3.0980, -1.5866)  -0.073
H (-3.1213, 2.0339, -2.2645)  0.087
H (-3.8496, 0.8609, -1.1435)  0.086
H (-2.7856, 0.2991, -2.4611)  0.083
H (-1.6430, 3.9455, 2.7742)  0.083
H (-1.4645, 2.6200, 3.9443)  0.083
H (-0.0376, 3.5354, 3.4221)  0.083
H (3.4116, -0.5416, -1.2661)  0.068
H (2.5191, -1.2838, -2.6000)  0.064
H (2.3231, 0.4483, -2.2687)  0.080
H (2.0622, 0.8723, 2.0433)  0.080
H (2.1171, -0.8839, 1.8016)  0.092
H (3.1472, 0.1992, 0.8407)  0.073
H (1.4625, -1.8290, -0.4230)  0.096
H (0.4132, -0.9220, -1.5137)  0.094
H (1.1129, 1.1872, -0.2035)  0.133
H (-0.3916, -1.0116, 1.2383)  0.154

Forces on atoms 1 to 2 (eV/Å):
O 0.31 0.23 0.20
O 0.19 -0.06 -0.30

***

[2]
DFT (ωB97M-V/def2-TZVPD) results for C34H30N5O4OsSSb as an isolated structure in a non-equilibrium geometry.

The multiplicity is 5. Its net charge is +2. The HOMO-LUMO gap (spin up / spin down) is 4.48 / 4.10 eV. Its expectation value of S² is 6.048. Its HOMO energy (spin up / spin down) is -10.319 / -13.843 eV. For the energy above the lowest of the compared OMol25 structures with the same formula, charge and spin, the calculation gives 1.729 eV. The LUMO energy (spin up / spin down) comes out at -5.838 / -9.745 eV.

Last column: Mulliken spin population.
Cartesian coordinates (Å):
Os (4.0970, -8.3996, 19.6888)  1.971
O (3.4677, -12.2092, 18.4310)  0.038
C (3.4803, -11.2210, 19.1347)  0.004
O (3.5193, -9.9903, 18.5756)  0.110
C (3.5992, -11.1064, 20.6267)  0.076
C (3.5276, -12.1465, 21.5754)  -0.018
C (3.3763, -11.8092, 22.9003)  0.071
C (3.6073, -10.4487, 23.3280)  -0.025
C (3.8227, -9.4834, 22.3703)  0.029
N (3.7275, -9.7839, 21.0339)  0.051
C (3.9975, -8.0116, 22.5935)  0.030
O (4.0895, -7.4967, 23.7181)  0.020
O (4.2005, -7.1860, 21.5384)  0.020
H (3.4747, -13.1955, 21.2248)  0.001
H (3.1889, -12.5837, 23.6289)  0.003
H (3.4263, -10.2054, 24.3618)  -0.001
C (9.6730, -11.2074, 16.8512)  0.000
C (8.3361, -10.6236, 16.8998)  -0.008
C (7.4046, -10.7688, 15.8665)  0.023
C (6.1324, -10.3765, 16.1574)  -0.009
N (5.8389, -9.7688, 17.3265)  0.045
C (6.7050, -9.5540, 18.2248)  0.040
S (6.3582, -8.7842, 19.7261)  0.118
N (7.9910, -9.9813, 18.0759)  0.018
C (4.9082, -10.5224, 15.1595)  0.005
H (10.3943, -10.4982, 17.2417)  0.000
H (9.9888, -11.5117, 15.8173)  0.000
H (9.7165, -12.0611, 17.5686)  0.000
H (7.6986, -10.9959, 14.8275)  0.001
H (8.6006, -9.9939, 18.8878)  0.000
H (4.8545, -9.6227, 14.4505)  -0.001
H (4.0500, -10.6145, 15.8458)  0.002
H (5.1637, -11.3984, 14.6020)  0.000
C (8.7342, -6.3196, 15.9102)  -0.002
C (7.6714, -6.3790, 14.9676)  0.014
C (6.3601, -6.5155, 15.4043)  -0.002
C (6.0840, -6.5894, 16.7588)  0.015
C (7.1250, -6.5070, 17.6546)  -0.003
C (8.4641, -6.3020, 17.2476)  0.009
Sb (4.0610, -6.8133, 17.6662)  0.078
C (3.0452, -7.0086, 15.7054)  0.426
C (2.4688, -8.2353, 15.5495)  -0.061
C (1.6202, -8.4680, 14.4814)  0.190
C (1.3934, -7.4497, 13.5597)  0.262
C (1.9570, -6.1955, 13.7380)  0.052
C (2.7905, -5.9700, 14.8250)  0.164
C (3.6575, -4.6897, 17.6915)  0.083
C (4.5767, -3.7088, 17.2978)  -0.019
C (4.2332, -2.3489, 17.4964)  0.007
C (3.0066, -1.9639, 17.9664)  0.001
C (2.0445, -2.9877, 18.3203)  0.002
C (2.4243, -4.3027, 18.2333)  0.019
H (9.7626, -6.2343, 15.5678)  0.000
H (7.9794, -6.2002, 13.9701)  0.001
H (5.5592, -6.6536, 14.6622)  0.023
H (6.8472, -6.6626, 18.6834)  0.010
H (9.2600, -6.2870, 17.9527)  0.000
H (2.6642, -8.9483, 16.3258)  0.046
H (1.1536, -9.4030, 14.3248)  0.002
H (0.7864, -7.7543, 12.7328)  -0.004
H (1.7587, -5.3862, 13.0189)  0.005
H (3.1996, -5.0325, 15.1096)  0.013
H (5.5724, -3.9609, 16.8303)  0.002
H (4.9459, -1.6449, 17.0840)  0.000
H (2.6416, -0.9444, 17.9090)  0.000
H (1.0647, -2.6162, 18.5269)  0.000
H (1.7266, -5.1122, 18.3961)  -0.014
N (1.6697, -6.8672, 20.6828)  0.017
C (0.3522, -6.5627, 20.4979)  0.014
C (-0.2163, -7.5020, 19.6449)  0.012
C (0.9242, -8.2315, 19.1247)  0.013
N (2.0283, -7.7711, 19.7452)  0.019
H (2.3590, -6.4091, 21.2672)  0.004
H (-0.0918, -5.7232, 21.1044)  -0.001
H (-1.2171, -7.4487, 19.1721)  0.001
H (0.9374, -9.1550, 18.5396)  -0.010

Forces on atoms 1 to 2 (eV/Å):
Os 0.99 0.64 1.28
O -0.29 0.52 1.28

***

[3]
DFT (ωB97M-V/def2-TZVPD) results for a single C4H7NO molecule.

The HOMO-LUMO gap is 10.80 eV. Its HOMO energy is -9.858 eV. For the energy above the lowest of the compared OMol25 structures with the same formula, charge and spin, the calculation gives 1.907 eV. The SMILES is C[C@H]1CN1C=O. The LUMO energy comes out at 0.944 eV.

Last column: Löwdin charge in e.
Cartesian coordinates (Å):
C (-1.6236, -0.4688, 0.3956)  -0.049
C (-0.2094, -0.4790, -0.1139)  -0.317
C (0.1666, 0.4135, -1.2570)  -0.055
N (0.5740, 0.7090, 0.1113)  -0.032
C (1.7961, 0.4702, 0.7180)  -0.313
O (1.9576, -0.4358, 1.5074)  0.037
H (-1.6458, -0.8218, 1.4292)  0.080
H (-2.2908, -1.0889, -0.2121)  0.078
H (-2.0008, 0.5574, 0.3710)  0.081
H (0.4205, -1.3307, 0.1734)  0.138
H (0.8796, 0.1447, -2.0361)  0.110
H (-0.5997, 1.1113, -1.5996)  0.109
H (2.5758, 1.2189, 0.5130)  0.132

Forces on atoms 1 to 2 (eV/Å):
C -0.09 0.04 0.06
C -0.14 -0.07 0.14

***

[4]
DFT (ωB97M-V/def2-TZVPD) results for C10H15N2O as an isolated structure in a non-equilibrium geometry.

Its net charge is +1. The HOMO-LUMO gap is 10.90 eV. Its HOMO energy is -13.473 eV. For the energy above the lowest of the compared OMol25 structures with the same formula, charge and spin, the calculation gives 0.885 eV. The LUMO energy comes out at -2.570 eV.

Last column: Löwdin charge in e.
Cartesian coordinates (Å):
C (-0.8459, 0.7341, -0.5941)  0.033
C (-1.2854, -0.1058, 0.3629)  -0.051
C (0.9025, -0.2522, 0.3414)  -0.164
C (-2.8746, -0.6775, 2.5736)  -0.243
C (2.3625, -0.6860, 0.6384)  -0.077
C (3.2368, -0.0321, -0.3844)  -0.193
C (2.7470, 1.3203, -0.8464)  -0.196
C (1.4052, 1.3261, -1.4757)  -0.114
C (-3.8112, -1.2859, 0.2976)  -0.080
C (-3.0051, -0.2932, 1.1549)  -0.159
N (0.5506, 0.6547, -0.5440)  0.001
N (-0.2190, -0.7235, 0.9616)  0.187
O (-1.8692, -0.9679, 3.1932)  0.066
H (-1.3679, 1.4501, -1.0960)  0.111
H (-4.0145, -0.7553, 2.9576)  0.179
H (2.4467, -0.6656, 1.7801)  0.155
H (2.4173, -1.7784, 0.2301)  0.157
H (4.3508, 0.1428, -0.0632)  0.173
H (3.0712, -0.6737, -1.2430)  0.117
H (2.6321, 1.9825, 0.0134)  0.137
H (3.4454, 1.7119, -1.4987)  0.103
H (1.0404, 2.3397, -1.4574)  0.142
H (1.5678, 0.9456, -2.4654)  0.144
H (-4.9205, -1.2624, 0.5475)  0.113
H (-3.5881, -1.1938, -0.7507)  0.073
H (-3.5479, -2.3320, 0.4747)  0.084
H (-3.4098, 0.7301, 0.8987)  0.151
H (-0.3440, -1.4286, 1.6513)  0.150

Forces on atoms 1 to 2 (eV/Å):
C 1.25 -1.70 2.20
C -4.39 -0.54 2.41